No. 1
{"formula": "C49H63N5O10P3Rb", "method": "ωB97M-V/def2-TZVPD", "elements": ["Rb", "O", "N", "C", "C", "C", "C", "C", "C", "C", "P", "C", "C", "C", "C", "C", "C", "C", "C", "C", "C", "C", "C", "H", "H", "H", "H", "H", "H", "H", "H", "H", "H", "H", "H", "H", "H", "H", "H", "O", "H", "H", "O", "H", "H", "O", "H", "H", "O", "H", "H", "O", "N", "O", "O", "O", "P", "N", "C", "C", "C", "C", "N", "C", "C", "C", "C", "N", "C", "C", "C", "C", "H", "H", "H", "H", "H", "H", "H", "H", "H", "H", "H", "H", "H", "H", "H", "H", "H", "H", "H", "H", "H", "H", "H", "H", "O", "P", "C", "C", "C", "C", "C", "C", "C", "C", "C", "C", "C", "C", "C", "C", "C", "C", "C", "C", "H", "H", "H", "H", "H", "H", "H", "H", "H", "H", "H", "H", "H", "H", "H"], "positions_angstrom": [[-0.49, -0.77, 0.28], [-3.19, 2.68, 1.17], [-2.00, 3.33, 1.03], [-2.14, 4.48, 0.53], [-0.99, 5.34, 0.24], [-1.30, 6.67, -0.06], [-0.32, 7.59, -0.40], [0.99, 7.16, -0.47], [1.32, 5.84, -0.18], [0.36, 4.90, 0.20], [0.81, 3.13, 0.54], [2.65, 3.19, 0.24], [3.10, 2.75, -1.01], [4.45, 2.78, -1.33], [5.37, 3.26, -0.41], [4.94, 3.69, 0.83], [3.59, 3.65, 1.16], [0.86, 3.09, 2.37], [1.14, 1.86, 2.95], [1.26, 1.72, 4.33], [1.10, 2.83, 5.15], [0.80, 4.07, 4.58], [0.69, 4.20, 3.20], [-2.98, 2.02, 1.86], [-3.14, 4.87, 0.32], [-2.34, 6.98, -0.02], [-0.58, 8.61, -0.62], [1.78, 7.85, -0.76], [2.35, 5.54, -0.27], [2.38, 2.39, -1.73], [4.78, 2.43, -2.30], [6.43, 3.28, -0.66], [5.65, 4.07, 1.55], [3.27, 3.99, 2.14], [1.27, 0.98, 2.32], [1.47, 0.75, 4.76], [1.18, 2.74, 6.22], [0.66, 4.94, 5.21], [0.46, 5.17, 2.78], [-0.27, -3.28, -1.28], [-1.00, -3.91, -1.31], [-0.65, -2.49, -1.68], [-1.43, 1.77, -1.91], [-1.77, 0.86, -1.90], [-1.73, 2.15, -1.07], [-2.12, 2.04, 3.91], [-1.79, 1.14, 3.76], [-1.37, 2.51, 4.29], [0.97, 0.24, -2.05], [1.50, 0.34, -1.25], [0.35, 1.00, -2.04], [-0.96, -0.55, 3.27], [-1.75, -1.06, 2.44], [-2.50, -0.32, 1.76], [-1.73, -2.30, 2.22], [-2.17, -0.96, -1.50], [-3.15, -1.70, -2.34], [-3.55, -3.16, -1.66], [-4.47, -4.15, -2.27], [-5.50, -4.45, -1.19], [-4.69, -4.29, 0.10], [-3.84, -3.06, -0.19], [-4.48, -0.74, -2.53], [-5.70, -1.10, -3.26], [-6.54, 0.16, -3.18], [-6.18, 0.72, -1.81], [-4.68, 0.49, -1.72], [-2.48, -2.07, -3.80], [-1.66, -0.99, -4.41], [-1.21, -1.61, -5.72], [-2.43, -2.42, -6.15], [-2.96, -3.01, -4.84], [-3.92, -5.06, -2.53], [-4.93, -3.78, -3.18], [-5.93, -5.44, -1.31], [-6.31, -3.72, -1.22], [-4.05, -5.16, 0.26], [-5.31, -4.15, 0.98], [-2.92, -3.03, 0.39], [-4.39, -2.14, 0.04], [-6.23, -1.94, -2.78], [-5.47, -1.39, -4.29], [-7.61, -0.05, -3.30], [-6.24, 0.87, -3.96], [-6.69, 0.16, -1.03], [-6.44, 1.78, -1.69], [-4.32, 0.37, -0.70], [-4.13, 1.33, -2.17], [-0.83, -0.72, -3.76], [-2.26, -0.09, -4.60], [-0.36, -2.28, -5.54], [-0.91, -0.86, -6.46], [-2.21, -3.20, -6.88], [-3.18, -1.75, -6.59], [-2.54, -4.00, -4.66], [-4.04, -3.10, -4.86], [1.85, -0.74, 0.79], [3.00, -1.51, 1.38], [4.33, -1.69, 0.18], [5.68, -1.78, 0.54], [6.65, -1.96, -0.43], [6.28, -2.05, -1.77], [4.95, -1.95, -2.13], [3.97, -1.78, -1.17], [3.74, -0.68, 2.80], [3.72, -1.22, 4.08], [4.28, -0.51, 5.14], [4.85, 0.73, 4.92], [4.87, 1.28, 3.64], [4.32, 0.57, 2.58], [2.58, -3.17, 1.94], [1.25, -3.52, 2.16], [0.93, -4.78, 2.64], [1.94, -5.70, 2.90], [3.27, -5.36, 2.68], [3.59, -4.10, 2.19], [5.96, -1.68, 1.59], [7.69, -2.02, -0.14], [7.05, -2.19, -2.52], [4.67, -2.01, -3.18], [2.93, -1.70, -1.45], [3.26, -2.18, 4.26], [4.26, -0.93, 6.14], [5.28, 1.29, 5.74], [5.31, 2.25, 3.46], [4.32, 1.00, 1.58], [0.45, -2.82, 1.97], [-0.10, -5.04, 2.82], [1.69, -6.68, 3.28], [4.06, -6.07, 2.88], [4.63, -3.84, 2.01]], "e_lumo_ev": 0.3550, "relative_energy_kcal_mol": 18.3, "e_tot_ha": -3979.3863, "gap_ev": 8.35, "e_homo_ev": -8.0}

No. 2
{"formula": "C27H63BF4N2O19", "method": "ωB97M-V/def2-TZVPD", "elements": ["N", "H", "H", "H", "H", "N", "H", "H", "H", "H", "C", "C", "C", "O", "H", "H", "H", "H", "H", "H", "H", "B", "F", "F", "F", "F", "C", "C", "O", "C", "O", "O", "C", "H", "H", "H", "H", "H", "H", "H", "H", "C", "C", "O", "C", "O", "O", "C", "H", "H", "H", "H", "H", "H", "H", "H", "C", "C", "O", "C", "O", "O", "C", "H", "H", "H", "H", "H", "H", "H", "H", "C", "C", "O", "C", "O", "O", "C", "H", "H", "H", "H", "H", "H", "H", "H", "C", "C", "O", "C", "O", "O", "C", "H", "H", "H", "H", "H", "H", "H", "H", "C", "C", "O", "C", "O", "O", "C", "H", "H", "H", "H", "H", "H", "H", "H"], "positions_angstrom": [[-3.07, 0.82, 1.90], [-3.11, -0.16, 2.22], [-3.97, 1.09, 1.51], [-2.31, 0.95, 1.22], [-2.81, 1.44, 2.67], [1.85, 1.80, 1.76], [1.14, 1.10, 1.50], [2.57, 1.80, 1.04], [2.26, 1.42, 2.60], [1.37, 2.70, 1.95], [-0.75, 5.53, 1.85], [0.67, 5.16, 2.29], [1.22, 6.39, 3.02], [0.74, 4.01, 3.04], [-1.32, 5.90, 2.70], [-1.29, 4.63, 1.54], [-0.88, 6.32, 1.11], [1.37, 5.15, 1.43], [0.67, 6.63, 3.93], [1.01, 7.29, 2.42], [2.29, 6.25, 3.18], [-0.57, 1.00, 0.08], [-1.67, 0.31, -0.46], [0.65, 0.51, -0.48], [-0.65, 2.37, -0.01], [-0.49, 0.67, 1.42], [-5.66, -4.61, 4.71], [-5.09, -3.59, 3.80], [-3.69, -3.86, 3.66], [-2.84, -2.92, 3.37], [-3.19, -1.76, 3.13], [-1.61, -3.37, 3.49], [-0.43, -2.59, 3.38], [-5.61, -5.60, 4.25], [-6.73, -4.46, 4.87], [-5.24, -4.60, 5.72], [-5.18, -2.54, 4.09], [-5.62, -3.56, 2.85], [-0.53, -1.68, 2.79], [0.42, -3.19, 3.04], [-0.22, -2.36, 4.43], [1.14, 2.68, -2.98], [2.63, 2.76, -2.65], [2.84, 2.87, -1.25], [3.76, 3.67, -0.74], [4.66, 4.21, -1.35], [3.59, 3.65, 0.59], [4.46, 4.45, 1.40], [0.66, 1.93, -2.35], [0.92, 2.52, -4.03], [0.68, 3.62, -2.69], [3.06, 3.59, -3.21], [3.19, 1.88, -2.97], [4.24, 5.46, 1.06], [5.54, 4.32, 1.27], [4.15, 4.33, 2.44], [7.30, 1.16, 0.28], [6.37, 0.96, -0.92], [5.53, -0.18, -0.83], [4.58, -0.21, 0.11], [4.24, 0.69, 0.83], [4.14, -1.46, 0.14], [3.04, -1.80, 0.95], [7.79, 0.21, 0.50], [6.73, 1.49, 1.14], [8.02, 1.93, 0.00], [6.88, 0.92, -1.88], [5.68, 1.81, -0.91], [3.29, -1.96, 2.01], [2.67, -2.75, 0.57], [2.18, -1.13, 0.94], [2.56, -3.19, -2.30], [3.16, -3.84, -3.54], [2.16, -4.48, -4.35], [1.80, -5.71, -4.05], [2.41, -6.49, -3.36], [0.59, -5.92, -4.56], [-0.01, -7.21, -4.49], [2.84, -3.82, -1.45], [1.49, -3.41, -2.33], [2.73, -2.16, -2.03], [3.98, -4.55, -3.38], [3.64, -3.21, -4.29], [-0.07, -7.60, -5.51], [-1.02, -7.05, -4.12], [0.53, -7.89, -3.84], [-2.73, 4.12, -2.68], [-3.57, 3.28, -1.74], [-4.82, 3.85, -1.41], [-5.72, 4.17, -2.33], [-5.66, 3.87, -3.50], [-6.76, 4.72, -1.74], [-7.82, 5.28, -2.48], [-2.72, 5.17, -2.42], [-2.96, 4.04, -3.74], [-1.79, 3.56, -2.59], [-3.07, 3.29, -0.77], [-3.78, 2.25, -2.04], [-8.36, 4.49, -3.01], [-7.51, 5.96, -3.28], [-8.53, 5.86, -1.91], [-0.92, -4.61, -2.30], [-1.39, -3.48, -1.38], [-2.00, -3.90, -0.14], [-1.31, -4.52, 0.81], [-0.16, -4.84, 0.59], [-2.09, -4.78, 1.83], [-1.47, -5.63, 2.82], [-1.71, -5.25, -2.68], [-0.09, -5.17, -1.88], [-0.59, -4.07, -3.20], [-2.21, -2.95, -1.88], [-0.72, -2.66, -1.15], [-0.57, -5.16, 3.21], [-1.27, -6.65, 2.49], [-2.15, -5.70, 3.66]], "e_lumo_ev": -0.1578, "e_tot_ha": -3030.1244, "gap_ev": 6.07, "e_homo_ev": -6.2}